# 1
{"formula": "C34H66F13N8O14PS", "method": "ωB97M-V/def2-TZVPD", "homo_ev": -8.7, "homo_lumo_gap_ha": 0.2691, "lumo_energy_ev": -1.41, "smiles": "CCOC[C@@]1(CN)OC(=O)O[C@]1(CCC(F)(F)C(F)(F)C(F)(F)C(F)(F)S(F)(F)(F)(F)F)P(=O)(O)O.CNC(C)=O.CNC(C)=O.CNC(C)=O.CNC(C)=O.CNC(C)=O.CNC(C)=O.CNC(C)=O", "total_charge": 0, "elements": ["C", "C", "O", "C", "C", "C", "N", "O", "C", "O", "O", "C", "C", "C", "C", "F", "F", "C", "F", "F", "C", "F", "F", "C", "F", "F", "S", "F", "F", "F", "F", "F", "P", "O", "O", "O", "H", "H", "H", "H", "H", "H", "H", "H", "H", "H", "H", "H", "H", "H", "H", "H", "H", "C", "N", "C", "C", "O", "H", "H", "H", "H", "H", "H", "H", "C", "N", "C", "C", "O", "H", "H", "H", "H", "H", "H", "H", "C", "N", "C", "C", "O", "H", "H", "H", "H", "H", "H", "H", "C", "N", "C", "C", "O", "H", "H", "H", "H", "H", "H", "H", "C", "N", "C", "C", "O", "H", "H", "H", "H", "H", "H", "H", "C", "N", "C", "C", "O", "H", "H", "H", "H", "H", "H", "H", "C", "N", "C", "C", "O", "H", "H", "H", "H", "H", "H", "H"], "xyz": [[1.22054, 6.17589, 2.52101], [1.54566, 4.57316, 2.44293], [1.54124, 4.23600, 1.03563], [2.51154, 3.21192, 0.70432], [1.69384, 1.81933, 0.57510], [2.91783, 0.73943, 0.75663], [3.13016, 0.47558, 2.24073], [0.84680, 1.43971, 1.71702], [0.09401, 0.33592, 1.15340], [-0.52907, -0.46170, 1.89147], [0.13939, 0.35829, -0.29442], [0.74230, 1.62793, -0.71458], [-0.23689, 2.83158, -1.12558], [-1.46889, 3.04120, -0.07667], [-2.81207, 2.43579, -0.68896], [-2.46614, 1.19633, -1.35476], [-3.37045, 3.25972, -1.73279], [-3.92293, 2.01879, 0.41119], [-4.76011, 1.04504, -0.25380], [-3.39815, 1.36256, 1.54429], [-4.94262, 3.24364, 0.77337], [-4.33389, 4.52202, 0.65018], [-5.89295, 3.20961, -0.31731], [-5.81827, 3.01284, 2.08575], [-6.13744, 1.63385, 2.31723], [-7.09840, 3.62151, 1.82823], [-5.19700, 3.74145, 3.68433], [-6.80140, 3.79172, 4.24579], [-5.39563, 5.31989, 3.19859], [-3.59215, 3.67177, 3.27038], [-5.12888, 2.17135, 4.32725], [-4.73262, 4.31534, 5.18044], [1.62508, 1.18370, -2.35800], [0.61339, 0.88565, -3.49582], [2.58014, 2.49358, -2.90214], [2.63531, -0.17232, -2.23494], [0.38928, 6.28226, 3.29646], [0.94673, 6.60485, 1.48855], [2.15809, 6.69789, 2.91288], [2.55460, 4.43022, 2.95940], [0.75001, 4.01155, 3.04433], [3.35078, 3.09366, 1.47062], [2.98696, 3.52994, -0.29874], [3.91862, 1.13531, 0.37138], [2.62682, -0.28012, 0.30279], [2.73881, -0.47426, 2.41028], [4.15006, 0.33489, 2.40180], [0.39778, 3.79850, -1.18638], [-0.65295, 2.69376, -2.19717], [-1.21946, 2.69816, 0.98144], [-1.60688, 4.18959, -0.02295], [3.49689, 2.32807, -2.57516], [2.06578, -0.99428, -2.29458], [-4.49753, -1.79958, -4.22501], [-3.41107, -2.56497, -4.79600], [-2.08485, -2.49517, -4.49400], [-1.65462, -1.51161, -3.44002], [-1.28513, -3.21963, -5.07487], [-5.21077, -2.49625, -3.77805], [-4.99099, -1.25026, -5.03020], [-4.15498, -1.09822, -3.46697], [-3.62558, -3.24575, -5.51114], [-0.57397, -1.56967, -3.30889], [-1.91087, -0.49584, -3.74834], [-2.13277, -1.75110, -2.48706], [1.97715, -5.70338, -4.92988], [1.56677, -4.37416, -4.53096], [2.15296, -3.55421, -3.62536], [3.38950, -4.04967, -2.92317], [1.67198, -2.44596, -3.40070], [2.16789, -5.69365, -6.00552], [1.15809, -6.39128, -4.71817], [2.87137, -6.03637, -4.40779], [0.74153, -3.97350, -4.96145], [3.74446, -3.28624, -2.22972], [3.16025, -4.95358, -2.35489], [4.17857, -4.24919, -3.65113], [6.19899, 7.70857, -0.24109], [5.13735, 6.75114, -0.02518], [4.19773, 6.32448, -0.91026], [4.23183, 6.89696, -2.30230], [3.35885, 5.49943, -0.56455], [7.15027, 7.21156, -0.04517], [6.06992, 8.52845, 0.46931], [6.19987, 8.10560, -1.25456], [5.05353, 6.32508, 0.88774], [3.42419, 6.46368, -2.89302], [4.09131, 7.97935, -2.26542], [5.18147, 6.65388, -2.78388], [0.51534, -11.60535, -2.58029], [1.44170, -10.69252, -3.21410], [1.18582, -9.45619, -3.72433], [-0.22572, -8.94166, -3.63611], [2.08940, -8.80387, -4.23266], [0.87197, -11.80870, -1.56792], [0.50728, -12.53740, -3.15046], [-0.49472, -11.20237, -2.53273], [2.40762, -10.97400, -3.30709], [-0.27951, -7.94785, -4.08107], [-0.89963, -9.60304, -4.18471], [-0.53307, -8.86944, -2.59124], [-5.94619, -10.91817, -3.38922], [-4.78187, -10.55550, -2.61071], [-3.94984, -9.49178, -2.78751], [-4.24444, -8.55090, -3.92535], [-2.99991, -9.32536, -2.03450], [-6.81195, -10.93806, -2.72337], [-5.78746, -11.91825, -3.79906], [-6.13300, -10.22048, -4.20284], [-4.52343, -11.14233, -1.82976], [-3.49929, -7.75507, -3.94066], [-4.19792, -9.08681, -4.87597], [-5.22995, -8.09938, -3.79221], [10.35716, 8.22171, 3.59113], [9.43167, 7.60133, 2.66792], [8.43472, 6.71671, 2.94436], [8.23747, 6.30678, 4.37928], [7.73330, 6.28130, 2.03971], [10.23765, 9.30519, 3.52099], [11.37271, 7.95396, 3.29112], [10.18965, 7.90622, 4.61874], [9.50535, 7.83016, 1.68647], [7.40977, 5.60029, 4.44453], [9.13894, 5.81928, 4.75656], [7.99536, 7.18040, 4.98837], [-7.50471, -0.34190, 8.35179], [-6.33316, 0.03424, 9.11240], [-5.51302, 1.10523, 8.91966], [-5.83276, 2.03828, 7.78231], [-4.55474, 1.28296, 9.65826], [-8.36105, -0.36700, 9.02981], [-7.34267, -1.34216, 7.94350], [-7.70914, 0.35095, 7.53818], [-6.05841, -0.54705, 9.89177], [-5.09608, 2.84125, 7.75210], [-5.79454, 1.49824, 6.83390], [-6.82059, 2.48112, 7.92825]], "atomic_forces_ev_per_a": [[0.3, -1.0, 0.5], [-0.5, 1.9, 0.3], [1.5, -0.8, 1.5], [-1.8, -0.4, -0.4], [3.2, 0.3, 0.1], [-0.1, -1.1, 0.0], [0.7, -0.9, -0.9], [-1.7, -1.5, -3.3], [-1.5, -0.7, 2.4], [2.7, 3.2, -3.9], [-0.7, 0.7, 2.7], [1.5, 0.0, 0.6], [-0.3, 0.3, 0.2], [0.2, 1.4, -1.1], [1.4, -1.2, -0.9], [-1.0, 2.5, 1.5], [1.0, -1.7, 2.7], [-1.3, -1.6, -1.0], [1.8, 2.0, 1.8], [-0.9, 1.9, -2.4], [-0.6, 0.3, -3.0], [-1.2, -3.0, 1.0], [2.1, 0.2, 2.7], [-3.9, -1.1, -1.3], [1.2, 3.6, -1.3], [3.4, -1.2, 0.6], [-0.8, 0.3, 4.8], [2.6, -0.1, -0.8], [0.8, -2.7, 0.2], [-2.7, 0.2, 0.2], [0.6, 2.8, -0.8], [-0.6, -0.9, -2.5], [-0.9, -2.0, -5.1], [2.2, 1.3, 3.7], [-0.2, -2.7, 2.2], [-1.6, 2.7, 0.9], [1.0, 0.3, -1.2], [0.3, -0.8, 1.7], [-1.4, -0.5, -0.6], [-1.2, -0.2, -1.0], [1.1, 0.5, -1.0], [-1.3, 0.2, -0.8], [-0.9, -0.9, 1.5], [-1.6, -0.6, -0.1], [0.7, 1.8, 0.1], [0.2, 1.1, 0.2], [-1.0, 0.3, -0.3], [-0.9, -1.7, 0.4], [0.7, -0.2, 1.9], [-0.6, 0.2, -1.5], [0.0, -1.9, 0.0], [-0.7, 0.4, -0.4], [0.5, 0.4, -0.7], [-0.1, -0.3, -0.3], [0.5, 0.0, 0.1], [0.2, 0.0, 0.0], [0.1, -0.1, 0.0], [-0.1, -0.2, -0.1], [-0.1, 0.2, 0.1], [-0.1, 0.1, 0.2], [0.1, -0.1, -0.1], [0.0, 0.1, 0.1], [-0.2, 0.0, -0.2], [0.0, 0.0, 0.2], [-0.1, 0.2, 0.0], [-0.4, 0.2, -0.2], [0.5, 0.7, 0.5], [-0.4, -0.4, -0.5], [0.1, 0.1, 0.2], [0.0, 0.3, 0.5], [0.1, -0.2, 0.0], [0.3, -0.2, -0.1], [-0.2, 0.0, 0.0], [-0.2, 0.0, 0.1], [-0.1, 0.0, -0.1], [0.1, 0.0, -0.1], [0.0, -0.2, 0.1], [0.1, -0.1, 0.3], [-0.5, -0.2, -0.5], [0.0, -0.1, 0.4], [-0.1, 0.0, -0.2], [0.3, 0.4, -0.3], [0.0, 0.3, 0.0], [0.2, 0.1, -0.1], [-0.2, -0.1, 0.1], [0.2, 0.1, -0.1], [0.1, 0.0, 0.2], [0.2, 0.0, -0.1], [0.0, 0.2, 0.0], [0.4, -0.2, 0.0], [-0.1, 0.4, -0.2], [0.4, 0.1, -0.2], [0.1, 0.1, 0.0], [-0.1, -0.1, 0.1], [-0.3, -0.1, 0.0], [-0.2, -0.1, 0.2], [0.1, 0.1, 0.0], [-0.1, 0.0, 0.0], [0.1, -0.2, 0.0], [-0.1, 0.0, 0.2], [-0.2, -0.1, -0.2], [0.1, -0.3, 0.4], [0.3, 0.4, -0.1], [0.3, -0.1, 0.4], [0.1, 0.1, -0.1], [-0.1, 0.0, -0.1], [-0.1, 0.0, -0.3], [-0.2, 0.1, -0.2], [0.1, 0.0, 0.1], [-0.1, 0.1, -0.1], [0.0, -0.2, 0.1], [-0.2, 0.1, 0.0], [0.0, -0.1, -0.2], [0.1, 0.2, -0.5], [-0.4, -0.4, 0.2], [-0.1, 0.0, -0.4], [-0.1, -0.1, 0.1], [0.0, 0.0, 0.2], [0.2, 0.0, 0.2], [0.1, 0.1, 0.3], [-0.1, 0.0, -0.2], [0.0, 0.0, 0.1], [0.1, 0.1, -0.1], [0.0, 0.1, 0.1], [0.1, -0.1, 0.1], [0.1, -0.3, 0.4], [0.2, 0.4, -0.1], [0.4, -0.1, 0.4], [0.0, 0.1, -0.1], [-0.2, 0.0, -0.2], [-0.2, 0.0, -0.2], [-0.2, 0.1, -0.2], [0.1, 0.0, 0.1], [0.0, 0.1, -0.1], [0.0, -0.2, 0.1], [-0.2, 0.1, 0.0], [0.0, -0.1, -0.2]], "mulliken_charge": [-0.998, -0.185, 0.005, -1.227, 1.697, -0.988, -0.589, -0.523, 0.423, -0.602, -0.309, 1.218, -1.420, -1.002, 0.840, -0.185, -0.338, 0.412, -0.346, -0.253, 0.549, -0.263, -0.306, 0.685, -0.226, -0.268, 1.196, -0.353, -0.281, -0.235, -0.338, -0.301, 0.593, -0.742, -0.467, -0.461, 0.271, 0.238, 0.278, 0.268, 0.202, 0.614, -0.029, 0.467, 0.275, 0.266, 0.267, 0.509, 0.580, 0.399, 0.462, 0.301, 0.420, -0.634, -0.151, 0.296, -0.363, -0.707, 0.280, 0.286, 0.117, 0.253, -0.151, 0.341, 0.402, -0.444, -0.100, 0.762, -1.350, -0.529, 0.281, -0.213, 0.387, 0.251, 0.211, 0.364, 0.379, -0.932, -0.074, 0.692, -1.518, -0.440, 0.262, 0.264, 0.395, 0.187, 0.263, 0.399, 0.389, -0.704, -0.165, 0.625, -0.926, -0.672, 0.282, 0.283, 0.202, 0.250, 0.055, 0.325, 0.372, -0.839, -0.156, 0.771, -1.326, -0.638, 0.285, 0.282, 0.325, 0.242, 0.264, 0.359, 0.450, -0.867, -0.160, 0.805, -1.346, -0.607, 0.287, 0.290, 0.337, 0.230, 0.280, 0.388, 0.368, -0.776, -0.162, 0.642, -1.002, -0.654, 0.273, 0.274, 0.306, 0.227, 0.281, 0.205, 0.383]}

# 2
{"formula": "C32H32AsF9IMnN3OS", "method": "ωB97M-V/def2-TZVPD", "homo_ev": [-2.0, -1.6], "homo_lumo_gap_ha": [0.2009, 0.1895], "lumo_energy_ev": [3.51, 3.51], "spin_multiplicity": 2, "total_charge": -2, "elements": ["Mn", "C", "C", "C", "C", "C", "C", "C", "N", "C", "C", "C", "C", "C", "C", "C", "N", "C", "C", "C", "C", "H", "H", "H", "H", "H", "H", "H", "H", "H", "H", "H", "H", "H", "H", "H", "H", "H", "H", "H", "H", "H", "H", "H", "H", "O", "N", "C", "C", "C", "C", "C", "S", "H", "H", "H", "H", "F", "As", "F", "F", "F", "F", "F", "I", "F", "C", "F", "F", "C", "C", "C", "C", "C", "C", "C", "C", "H", "H", "H", "H"], "xyz": [[0.49749, -0.74814, -1.47999], [-1.41457, 0.61901, 5.11499], [-0.59841, -0.65716, 4.86717], [0.66370, -0.58841, 5.73052], [-1.41833, -1.88447, 5.29499], [-0.26799, -0.78840, 3.38257], [1.00513, -1.05716, 2.91929], [1.21419, -1.17039, 1.55291], [0.24564, -1.04206, 0.66570], [-0.98795, -0.80200, 1.08249], [-1.27506, -0.67614, 2.42814], [-2.01214, -0.68180, 0.00973], [-3.37714, -0.63946, 0.25481], [-4.28697, -0.61628, -0.79042], [-3.75715, -0.59073, -2.07430], [-2.38669, -0.60831, -2.24166], [-1.53343, -0.66444, -1.21427], [-5.79804, -0.63798, -0.58098], [-6.17730, -0.67087, 0.90046], [-6.37806, -1.88940, -1.25582], [-6.41773, 0.61622, -1.21449], [-1.61576, 0.73411, 6.18423], [-2.37268, 0.59553, 4.59247], [-0.86252, 1.49623, 4.76901], [0.38285, -0.39149, 6.76850], [1.32639, 0.21345, 5.39629], [1.21815, -1.52975, 5.70487], [-1.65361, -1.83338, 6.36288], [-0.85478, -2.80139, 5.10567], [-2.35454, -1.94551, 4.73454], [1.85049, -1.15260, 3.58454], [2.19950, -1.35917, 1.14324], [-2.29398, -0.46825, 2.72970], [-3.71398, -0.65240, 1.28106], [-4.38992, -0.57105, -2.95214], [-1.95043, -0.59337, -3.23149], [-5.78425, -1.56638, 1.38859], [-7.26541, -0.68033, 0.99857], [-5.79729, 0.20739, 1.42934], [-5.93876, -2.79347, -0.82796], [-6.17335, -1.89557, -2.32766], [-7.46197, -1.92522, -1.11243], [-6.01785, 1.51915, -0.74695], [-7.50418, 0.60818, -1.08512], [-6.20133, 0.66850, -2.28243], [0.44757, 1.27523, -1.08100], [0.52301, 2.49574, -0.66968], [-0.17545, 3.40357, -1.39955], [-0.21473, 4.73502, -1.09260], [0.49017, 5.16989, 0.03472], [1.19277, 4.25184, 0.77156], [1.25593, 2.86584, 0.44658], [2.13275, 1.75110, 1.36545], [-0.68339, 2.97109, -2.24866], [-0.78626, 5.41297, -1.71131], [0.48111, 6.21700, 0.31995], [1.74577, 4.54245, 1.65369], [0.27082, 0.09319, -3.69977], [0.16644, -0.06172, -5.44523], [-1.17210, 1.05704, -5.39210], [1.24285, 1.28059, -5.60681], [0.01834, -0.15845, -7.16969], [1.48079, -1.15571, -5.45839], [-0.97162, -1.34807, -5.26279], [0.24197, -3.28263, -2.17256], [9.87355, -0.51324, -0.44027], [9.35967, -0.48813, -1.69835], [9.95503, -1.53222, -2.33492], [9.84607, 0.62774, -2.27977], [7.87804, -0.56481, -1.71825], [7.10733, 0.41048, -2.34019], [5.72606, 0.31699, -2.33171], [5.07267, -0.75156, -1.69300], [5.87659, -1.74028, -1.08984], [7.25415, -1.64532, -1.09993], [3.65612, -0.82004, -1.64790], [2.43614, -0.83701, -1.56522], [7.59320, 1.24347, -2.83202], [5.12090, 1.06910, -2.81937], [5.38682, -2.58295, -0.61940], [7.86090, -2.41306, -0.63084]], "atomic_forces_ev_per_a": [[0.0, 0.1, 1.0], [0.0, 0.0, -0.1], [0.0, 0.0, 0.1], [0.0, 0.0, -0.1], [0.0, 0.0, 0.0], [-0.1, -0.1, 0.1], [0.0, -0.1, -0.1], [0.4, -0.1, -0.1], [0.2, 0.0, -1.2], [-0.4, 0.1, 0.2], [-0.3, 0.1, 0.2], [0.0, 0.0, 0.7], [-0.3, -0.1, 0.3], [0.0, 0.0, 0.2], [0.2, 0.0, -0.1], [-0.1, 0.0, -0.2], [0.1, 0.1, -1.1], [-0.1, 0.0, 0.0], [0.1, 0.0, 0.0], [0.0, 0.0, 0.0], [0.0, 0.0, 0.0], [0.0, 0.0, 0.0], [0.0, 0.0, 0.0], [0.0, 0.0, 0.0], [0.0, 0.0, 0.0], [0.0, 0.0, 0.0], [0.0, 0.1, 0.0], [0.0, 0.0, 0.0], [0.0, 0.0, 0.0], [0.0, 0.0, 0.0], [0.0, 0.0, 0.0], [0.0, 0.0, 0.0], [0.1, 0.0, 0.0], [-0.1, 0.0, 0.0], [0.0, 0.0, 0.0], [0.1, 0.0, 0.0], [0.0, 0.0, 0.0], [0.0, 0.0, 0.0], [0.0, 0.0, 0.0], [0.0, 0.0, 0.0], [0.0, 0.0, 0.0], [0.0, 0.0, 0.0], [0.0, 0.0, 0.0], [0.0, 0.0, 0.0], [0.0, 0.0, 0.0], [-0.1, -0.1, 0.2], [0.0, 0.2, -0.1], [0.0, 0.1, -0.1], [0.0, 0.0, 0.1], [0.0, 0.0, 0.1], [0.0, -0.1, -0.1], [-0.1, 0.3, 0.1], [0.0, 0.1, 0.0], [0.1, -0.1, 0.0], [0.0, -0.1, 0.0], [0.0, -0.1, 0.0], [0.0, 0.0, 0.0], [0.1, -0.1, 0.4], [-0.1, 0.3, -0.1], [-0.2, 0.2, 0.0], [0.2, 0.2, 0.0], [0.0, 0.0, -0.3], [0.2, -0.2, 0.0], [-0.2, -0.3, 0.1], [-0.1, -0.5, 0.0], [0.0, 0.0, 0.0], [0.1, 0.0, 0.0], [0.0, 0.0, 0.0], [0.0, 0.0, 0.0], [0.0, 0.0, 0.0], [-0.1, 0.0, 0.0], [0.1, 0.0, 0.0], [-0.1, 0.0, 0.0], [0.1, 0.0, 0.0], [-0.1, -0.1, 0.0], [0.2, -0.1, 0.1], [0.6, 0.1, -0.3], [0.0, 0.0, 0.0], [0.0, 0.0, 0.0], [0.0, 0.0, 0.0], [-0.1, 0.0, 0.0]], "mulliken_spin": [1.042, 0.000, 0.000, 0.000, 0.000, -0.001, 0.000, 0.009, -0.002, -0.029, -0.003, 0.015, -0.002, -0.002, -0.002, -0.001, -0.018, 0.000, 0.000, 0.000, 0.000, 0.000, 0.000, 0.000, 0.000, 0.000, 0.000, 0.000, 0.000, 0.000, -0.001, -0.004, -0.001, 0.000, 0.000, 0.005, 0.000, 0.000, 0.000, 0.000, 0.000, 0.000, 0.000, 0.000, 0.000, 0.002, -0.005, -0.001, 0.001, -0.002, 0.001, 0.000, -0.001, -0.001, 0.000, 0.000, 0.000, 0.008, -0.001, 0.000, 0.000, 0.000, 0.000, 0.000, -0.010, 0.000, 0.000, 0.000, 0.000, 0.005, -0.002, 0.007, -0.009, 0.006, -0.002, 0.032, -0.033, 0.000, 0.000, 0.000, 0.000]}